{"formula": "C49H47N13O4RbS3", "method": "ωB97M-V/def2-TZVPD", "lumo_energy_ev": [3.511, 3.510], "charge": -2, "gap_ev": [5.17, 6.12], "spin_multiplicity": 2, "energy_ev": -112299.50774, "species": ["Rb", "C", "C", "N", "N", "C", "N", "S", "C", "C", "C", "C", "C", "N", "H", "H", "H", "H", "H", "H", "H", "H", "H", "H", "C", "C", "C", "C", "C", "C", "N", "N", "C", "C", "C", "C", "C", "N", "H", "H", "H", "H", "H", "H", "H", "H", "H", "C", "C", "O", "N", "C", "C", "C", "C", "C", "C", "N", "H", "H", "H", "H", "H", "H", "H", "H", "H", "H", "C", "C", "C", "C", "C", "C", "C", "S", "O", "O", "N", "C", "C", "C", "C", "C", "C", "C", "C", "N", "C", "H", "H", "H", "H", "H", "H", "H", "H", "H", "H", "H", "H", "H", "S", "C", "N", "O", "N", "C", "C", "C", "C", "C", "H", "H", "H", "H", "H"], "coordinates": [[-0.72401, 0.14800, 0.59378], [0.42650, -2.08112, -3.76889], [-0.96704, -2.12763, -3.20076], [-1.47352, -3.07517, -2.51958], [-0.59052, -4.00982, -2.05009], [-1.04248, -5.18156, -1.51600], [-0.22549, -5.65892, -0.54877], [-2.39833, -6.00767, -2.03821], [-1.85096, -0.95116, -3.45804], [-1.67753, -0.15234, -4.58234], [-2.48389, 0.96170, -4.74521], [-3.40849, 1.27373, -3.76571], [-3.47203, 0.45722, -2.64621], [-2.72744, -0.63507, -2.50500], [1.05395, -2.87766, -3.38198], [0.90476, -1.13065, -3.53337], [0.37255, -2.19396, -4.85641], [0.27747, -3.65465, -1.65950], [0.40646, -5.01294, -0.08569], [-0.56936, -6.45500, -0.04570], [-0.92043, -0.39619, -5.31753], [-2.36973, 1.59682, -5.61423], [-4.03148, 2.15487, -3.84178], [-4.13118, 0.68666, -1.81002], [4.33242, 6.41546, -0.81046], [2.97855, 6.21240, -0.55362], [2.41067, 4.95249, -0.64167], [3.19360, 3.82555, -0.98724], [4.56688, 4.04730, -1.22089], [5.11885, 5.31265, -1.14150], [2.74094, 2.51835, -1.01810], [1.43624, 2.29591, -1.08048], [0.62341, 3.02678, -1.88281], [1.08622, 3.67823, -3.06464], [0.19420, 4.33960, -3.86845], [-1.15648, 4.39604, -3.50747], [-1.52082, 3.73893, -2.34446], [-0.69510, 3.05995, -1.55201], [4.76957, 7.40437, -0.73610], [2.35655, 7.05604, -0.27266], [1.36588, 4.81002, -0.40245], [5.18425, 3.18810, -1.46024], [6.17934, 5.44499, -1.32810], [2.13860, 3.62701, -3.30501], [0.53901, 4.83007, -4.77298], [-1.89197, 4.91639, -4.10867], [-2.56274, 3.75637, -2.02735], [-0.92050, -3.30504, 4.07802], [-1.87969, -2.20057, 3.70134], [-1.52673, -1.03606, 3.66078], [-3.16912, -2.58022, 3.45980], [-4.11958, -1.64534, 2.87044], [-4.73800, -2.27211, 1.65193], [-6.02057, -2.80160, 1.69398], [-6.52622, -3.42414, 0.55987], [-5.72907, -3.50024, -0.56450], [-4.44865, -2.95666, -0.51182], [-3.95937, -2.35597, 0.56984], [-0.00349, -3.17205, 3.50323], [-1.32705, -4.30165, 3.90172], [-0.66840, -3.19644, 5.13317], [-3.38667, -3.55949, 3.40781], [-3.56197, -0.75663, 2.58600], [-4.89280, -1.36536, 3.58940], [-6.61588, -2.71665, 2.59581], [-7.52159, -3.85368, 0.56663], [-6.06663, -3.99907, -1.46356], [-3.77671, -3.01431, -1.35990], [7.31149, -1.13284, -2.83400], [5.92911, -1.38832, -2.28899], [5.17845, -0.34881, -1.74456], [3.91576, -0.56619, -1.21501], [3.39647, -1.85353, -1.24050], [4.11905, -2.90621, -1.78459], [5.38118, -2.66871, -2.30876], [1.78594, -2.13405, -0.55823], [1.60593, -3.59270, -0.67709], [0.84809, -1.36752, -1.36192], [1.72674, -1.59348, 0.88748], [2.51283, -2.03674, 1.92655], [3.46329, -3.04595, 1.89006], [4.20006, -3.40621, 3.03714], [4.01033, -2.78444, 4.23705], [3.04986, -1.74476, 4.32901], [2.79166, -1.04366, 5.52971], [1.84814, -0.05952, 5.55586], [1.14419, 0.23948, 4.36832], [1.36647, -0.37832, 3.23683], [2.30203, -1.36353, 3.19084], [7.44077, -0.07939, -3.08330], [7.49982, -1.72508, -3.73133], [8.07577, -1.39488, -2.09690], [5.58485, 0.65766, -1.73668], [3.34164, 0.27099, -0.82204], [3.68500, -3.89855, -1.79145], [5.94814, -3.49014, -2.73678], [3.63199, -3.57908, 0.96478], [4.92771, -4.20627, 2.95747], [4.57547, -3.07237, 5.11726], [3.35462, -1.30241, 6.42071], [1.63219, 0.49156, 6.46320], [0.36468, 0.99855, 4.36181], [-3.25202, 4.58971, 5.68263], [-2.61373, 3.56392, 4.53131], [-2.15992, 2.84859, 3.72474], [-3.79135, 1.15248, 0.94609], [-4.02897, 2.38547, 1.24924], [-4.97960, 2.71041, 2.15426], [-5.23676, 4.02116, 2.47688], [-4.51132, 5.03950, 1.87900], [-3.51286, 4.68952, 0.98688], [-3.27935, 3.36471, 0.69211], [-5.47262, 1.86557, 2.60709], [-5.97878, 4.23410, 3.23200], [-4.68509, 6.07294, 2.14412], [-2.87860, 5.43676, 0.52911], [-2.47586, 3.01329, 0.05726]]}

{"formula": "C49H48HfIN5O6S", "method": "ωB97M-V/def2-TZVPD", "lumo_energy_ev": -2.549, "charge": 0, "gap_ev": 4.52, "energy_ev": -91570.80610, "species": ["Hf", "C", "C", "N", "C", "C", "C", "O", "C", "C", "N", "C", "C", "C", "C", "C", "C", "I", "C", "O", "H", "H", "H", "H", "H", "H", "H", "H", "H", "H", "H", "H", "C", "C", "C", "C", "C", "C", "C", "C", "C", "S", "C", "N", "H", "H", "H", "H", "H", "H", "H", "H", "O", "C", "O", "C", "C", "C", "C", "C", "C", "N", "O", "O", "H", "H", "H", "H", "C", "C", "C", "C", "C", "C", "C", "C", "N", "C", "C", "C", "C", "C", "C", "C", "C", "C", "C", "H", "H", "H", "H", "H", "H", "H", "H", "H", "H", "H", "H", "H", "H", "H", "H", "H", "H", "H", "H", "H", "H", "H", "H"], "coordinates": [[-0.22222, 0.11548, -0.38652], [2.97779, 3.21372, 0.44882], [1.64981, 3.72956, -0.03428], [1.61164, 4.91814, -0.58771], [0.43098, 5.44357, -0.98070], [-0.77738, 4.86460, -0.71899], [-2.08085, 5.53234, -1.11402], [-2.02097, 6.22624, -2.34817], [-0.76393, 3.61406, -0.06148], [-1.92886, 3.16908, 0.65921], [-1.96036, 2.01558, 1.23754], [-2.73404, 1.50879, 2.17200], [-4.16040, 1.50435, 2.18728], [-4.81477, 0.66216, 3.01636], [-4.12761, -0.37408, 3.80423], [-2.17149, -1.38959, 3.46573], [-1.36971, -0.58925, 2.41220], [0.81726, -0.78769, 2.75659], [0.46970, 2.95283, 0.14104], [0.56147, 1.71863, 0.58819], [3.75231, 3.44629, -0.28133], [2.95958, 2.14506, 0.64308], [3.24086, 3.71892, 1.38214], [0.50087, 6.39457, -1.49638], [-2.40674, 6.20822, -0.31400], [-2.85149, 4.77418, -1.25426], [-1.32028, 6.88385, -2.31633], [-2.67758, 3.92293, 0.91660], [-4.69449, 2.16859, 1.51713], [-5.89957, 0.69090, 3.03341], [-4.72988, -0.68175, 4.65499], [-1.64878, -2.19343, 3.97554], [-0.90872, 1.73979, 3.79839], [-1.92080, 0.78559, 3.16525], [-2.65869, -0.09307, 4.17810], [-3.61486, -1.67023, 2.99885], [-3.83504, -1.73564, 1.53276], [-5.06593, -2.19880, 1.07339], [-5.30366, -2.33227, -0.27942], [-4.27796, -2.04767, -1.17408], [-3.03383, -1.59146, -0.74536], [-1.75995, -1.33174, -1.92188], [-2.82533, -1.35823, 0.64108], [-1.60384, -0.78205, 1.04332], [-1.43906, 2.58812, 4.24274], [-0.19123, 2.10740, 3.06589], [-0.36509, 1.22484, 4.58826], [-2.44839, 0.13081, 5.22042], [-4.02362, -2.56511, 3.46303], [-5.82925, -2.47571, 1.79610], [-6.26245, -2.68672, -0.63832], [-4.41962, -2.18772, -2.23926], [1.52971, -2.68890, -2.02112], [0.90000, -2.72946, -0.98835], [0.69823, -1.69572, -0.18970], [0.26855, -4.00423, -0.52637], [-0.65783, -3.99891, 0.50659], [-1.30623, -5.17036, 0.87662], [-1.01415, -6.35765, 0.22691], [-0.06812, -6.33836, -0.78279], [0.57337, -5.18619, -1.18348], [0.25865, -7.60943, -1.46874], [1.15506, -7.59634, -2.28439], [-0.42048, -8.58119, -1.20446], [-0.87008, -3.06384, 1.00797], [-2.04664, -5.15662, 1.66662], [-1.50095, -7.28666, 0.48552], [1.28876, -5.19665, -1.99266], [-2.73589, 3.84945, -5.51413], [-2.62476, 3.07290, -4.22743], [-3.74633, 2.85133, -3.44246], [-3.62946, 2.12345, -2.26149], [-4.83363, 1.82892, -1.39736], [-2.38246, 1.66929, -1.88950], [-1.21289, 1.84544, -2.66141], [-1.38166, 2.56236, -3.84630], [-0.03287, 1.31496, -2.13868], [1.20618, 1.18067, -2.94277], [2.23747, 0.45037, -2.05043], [3.54684, 0.19428, -2.80956], [4.14788, 1.53555, -3.23715], [3.14690, 2.27224, -4.13247], [2.84668, 1.42897, -5.37617], [2.27047, 0.07415, -4.95122], [3.26956, -0.65910, -4.05061], [0.96588, 0.29382, -4.17582], [1.84807, 2.51771, -3.35130], [-3.72017, 4.30644, -5.61628], [-2.57332, 3.19804, -6.37596], [-1.98758, 4.64331, -5.55308], [-4.71396, 3.23387, -3.75222], [-5.67583, 1.49833, -2.00690], [-5.16384, 2.72302, -0.85436], [-4.61925, 1.03633, -0.67601], [-2.33507, 1.08062, -0.97636], [-0.54663, 2.73578, -4.50782], [1.83763, -0.53151, -1.77136], [2.43977, 1.04347, -1.15258], [4.23874, -0.33288, -2.14841], [5.08515, 1.36512, -3.77675], [4.38249, 2.14695, -2.35847], [3.56288, 3.23708, -4.43329], [3.76214, 1.28177, -5.95871], [2.13270, 1.95597, -6.01970], [2.06314, -0.53127, -5.83622], [4.20719, -0.83884, -4.58925], [2.86251, -1.62582, -3.75077], [0.56751, -0.66651, -3.83487], [0.21352, 0.74303, -4.82711], [1.17529, 3.12685, -3.95358], [2.06922, 3.09373, -2.45073]]}

For reference, relative energy (zero: lowest compared OMol25 entry of this formula, charge and spin) by record: 41.4 368.7 kJ/mol.